{
  "formula": "C3H8BrN2",
  "method": "ωB97M-V/def2-TZVPD",
  "total_charge": 1,
  "homo_ev": -14.7,
  "homo_lumo_gap_ev": 11.12,
  "e_above_lowest_ev": 2.3317,
  "symbols": ["C", "C", "C", "N", "N", "Br", "H", "H", "H", "H", "H", "H", "H", "H"],
  "xyz": [[0.562757, -0.653161, 0.602186], [-0.453772, -0.659376, -1.630350], [1.542851, -1.839100, 2.600043], [-0.027508, -0.059213, -0.347671], [1.189056, -1.235907, 1.389080], [-1.088366, 3.154709, -1.134392], [-1.248695, -0.151112, -2.064618], [0.187413, -0.544644, -2.444159], [-0.679558, -1.689988, -1.311986], [2.254443, -1.172964, 3.134492], [2.019294, -2.839563, 2.420251], [0.685106, -1.839077, 3.282840], [-0.311623, 1.011644, -0.124578], [-0.769803, 3.811915, -2.353363]],
  "atomic_forces_ev_per_a": [[1.04, -1.30, 0.65], [-0.05, -1.67, 2.05], [0.95, -0.43, 1.86], [-1.27, 4.55, -0.07], [-0.80, 1.21, -1.35], [-0.19, 0.15, 0.11], [-2.27, 0.84, 0.32], [2.29, -0.33, -0.66], [-0.11, 0.29, -1.14], [-0.02, -0.51, -0.66], [-0.65, 0.99, 0.25], [-0.01, -0.64, -0.38], [0.98, -3.05, -0.96], [0.11, -0.10, -0.03]]
}